The following is a quantum chemistry calculation of a cluster of 14 separate species, C39H59BrN2O56S13 in total, from the OMol25 dataset.

Computed properties:
HOMO-LUMO gap   6.3 eV

```
170
C39H59BrN2O56S13 | the OMol25 dataset | ωB97M-V/def2-TZVPD
C 2.101 0.822 -0.462
C 1.799 0.494 0.669
C 1.563 -0.303 1.973
C 0.168 -0.678 2.423
O -0.921 -0.267 1.615
N -1.771 0.603 2.319
O -1.120 1.450 2.817
C -0.004 -1.456 3.702
Br -1.826 -1.919 4.289
C 1.173 -1.904 4.547
C 1.040 -2.712 5.887
C 1.250 -1.735 7.118
C 2.322 -0.790 7.204
C 2.516 -1.535 4.027
C 2.736 -0.732 2.775
C 4.266 -0.516 2.572
O 4.877 -0.027 1.656
N 4.950 -1.090 3.749
C 3.966 -1.830 4.552
O 4.151 -2.601 5.469
H 2.406 0.928 -1.536
H -0.011 -3.129 5.950
H 1.759 -3.587 5.854
H 0.516 -1.825 7.980
H 2.165 0.322 7.050
H 3.380 -1.104 7.486
H 5.279 -0.405 4.444
C 4.703 4.221 7.484
C 5.345 2.848 7.530
O 4.762 2.205 8.665
S 3.245 2.726 8.850
O 2.369 1.772 8.248
O 3.084 3.188 10.184
O 3.340 4.010 7.865
H 5.160 4.896 8.212
H 4.757 4.668 6.492
H 6.424 2.898 7.630
H 5.088 2.263 6.642
C 8.352 -1.644 7.490
C 6.861 -1.473 7.718
O 6.758 -0.729 8.935
S 8.024 0.271 9.054
O 7.621 1.561 8.595
O 8.645 0.063 10.314
O 8.939 -0.407 7.905
H 8.759 -2.441 8.116
H 8.588 -1.847 6.446
H 6.340 -2.425 7.805
H 6.404 -0.881 6.920
C -1.217 0.313 -3.725
C -1.059 -1.150 -4.073
O 0.222 -1.249 -4.693
S 1.212 -0.150 -4.041
O 1.996 -0.796 -3.032
O 1.787 0.618 -5.092
O 0.086 0.743 -3.302
H -1.499 0.897 -4.599
H -1.945 0.473 -2.934
H -1.840 -1.503 -4.743
H -1.045 -1.771 -3.172
C -0.615 3.576 5.997
C -0.846 3.012 7.387
O -1.455 4.075 8.122
S -2.362 4.960 7.115
O -3.714 4.523 7.229
O -1.972 6.321 7.245
O -1.760 4.385 5.726
H 0.270 4.218 5.973
H -0.515 2.794 5.245
H 0.081 2.694 7.865
H -1.548 2.174 7.361
C -4.276 3.650 -0.567
C -3.409 2.750 0.293
O -4.060 1.477 0.268
S -4.789 1.285 -1.163
O -3.933 0.514 -2.003
O -6.149 0.943 -0.932
O -4.716 2.825 -1.649
H -5.158 3.991 -0.019
H -3.729 4.513 -0.944
H -3.316 3.114 1.316
H -2.412 2.629 -0.141
C 0.432 -4.662 -6.028
C 0.117 -5.400 -4.742
O -1.288 -5.224 -4.550
S -2.017 -5.144 -5.992
O -2.539 -6.440 -6.301
O -2.813 -3.959 -6.029
O -0.691 -4.911 -6.894
H 0.502 -3.585 -5.861
H 1.350 -5.015 -6.486
H 0.673 -5.009 -3.891
H 0.312 -6.471 -4.843
C 1.752 -7.937 -10.562
C 0.586 -7.131 -11.108
O -0.371 -7.103 -10.048
S 0.407 -7.111 -8.630
O 0.499 -5.769 -8.159
O -0.117 -8.168 -7.834
O 1.862 -7.556 -9.191
H 1.544 -9.010 -10.602
H 2.681 -7.730 -11.091
H 0.156 -7.577 -12.003
H 0.884 -6.101 -11.323
C -5.898 -1.398 -7.028
C -4.804 -1.092 -8.035
O -4.429 0.268 -7.772
S -4.604 0.560 -6.195
O -3.333 0.407 -5.562
O -5.404 1.727 -6.040
O -5.498 -0.735 -5.830
H -6.855 -0.980 -7.346
H -6.010 -2.467 -6.853
H -5.140 -1.207 -9.061
H -3.926 -1.722 -7.868
C -7.185 2.807 -11.448
C -8.347 2.063 -10.815
O -7.844 0.753 -10.551
S -6.263 0.851 -10.209
O -6.105 0.857 -8.792
O -5.563 -0.056 -11.056
O -6.023 2.356 -10.749
H -7.073 2.541 -12.503
H -7.288 3.888 -11.357
H -9.217 2.017 -11.468
H -8.633 2.515 -9.861
C 2.944 8.582 7.507
C 2.676 7.893 8.835
O 1.281 8.081 9.074
S 0.497 8.106 7.658
O -0.036 6.810 7.414
O -0.294 9.288 7.602
O 1.795 8.306 6.703
H 3.020 9.665 7.632
H 3.846 8.209 7.023
H 3.265 8.315 9.647
H 2.866 6.818 8.768
C 4.849 -2.061 -0.986
C 5.478 -3.364 -0.527
O 5.140 -4.313 -1.540
S 5.063 -3.556 -2.969
O 6.302 -3.745 -3.644
O 3.807 -3.858 -3.568
O 5.020 -2.042 -2.406
H 3.777 -2.042 -0.772
H 5.324 -1.192 -0.533
H 5.104 -3.687 0.444
H 6.568 -3.284 -0.487
C -5.262 -7.285 -4.632
C -4.617 -8.657 -4.598
O -5.239 -9.330 -3.501
S -6.766 -8.814 -3.361
O -7.618 -9.751 -4.013
O -6.975 -8.390 -2.019
O -6.637 -7.508 -4.305
H -4.833 -6.629 -3.870
H -5.174 -6.813 -5.609
H -3.538 -8.606 -4.458
H -4.837 -9.220 -5.510
C -0.648 9.152 3.622
C -0.009 7.871 4.122
O -0.329 6.888 3.133
S -0.406 7.602 1.684
O 0.841 7.408 1.022
O -1.654 7.270 1.086
O -0.468 9.133 2.203
H -1.721 9.166 3.830
H -0.186 10.039 4.054
H -0.386 7.571 5.098
H 1.079 7.964 4.165
```


The following is a quantum chemistry calculation of a structure of composition C39H59NNaPS2Se, from the OMol25 dataset.

Computed properties:
ΔE to the lowest compared entry with this formula, charge and spin   0.5 kcal per mole
Net charge   -2
HOMO-LUMO gap   5.3 eV

```
104
C39H59NNaPS2Se | the OMol25 dataset | ωB97M-V/def2-TZVPD
Na -1.130 0.570 -0.167
C -1.260 1.064 -3.192
C -0.410 2.062 -2.654
C -1.203 2.827 -1.735
C -2.514 2.279 -1.783
C -2.560 1.209 -2.681
C -3.781 0.449 -3.153
C -3.560 -1.059 -3.012
C -4.049 0.778 -4.632
C -5.016 0.833 -2.336
C -0.992 4.119 -0.927
C 0.442 4.434 -0.485
C -1.526 5.306 -1.755
C -1.794 4.067 0.390
C 0.999 2.271 -3.210
C 1.109 3.650 -3.888
C 2.101 2.089 -2.156
C 1.306 1.252 -4.322
H -0.976 0.324 -3.928
H -3.380 2.690 -1.282
H -2.657 -1.366 -3.545
H -4.409 -1.630 -3.406
H -3.435 -1.303 -1.959
H -3.189 0.498 -5.243
H -4.214 1.851 -4.754
H -4.933 0.243 -5.003
H -4.837 0.661 -1.272
H -5.879 0.233 -2.644
H -5.262 1.888 -2.480
H 1.131 4.589 -1.312
H 0.832 3.637 0.150
H 0.440 5.352 0.110
H -0.960 5.417 -2.683
H -1.459 6.246 -1.193
H -2.570 5.131 -2.022
H -1.461 3.227 1.004
H -2.866 3.967 0.225
H -1.630 4.987 0.958
H 0.992 4.466 -3.181
H 0.322 3.746 -4.641
H 2.081 3.765 -4.382
H 1.954 2.712 -1.281
H 3.086 2.316 -2.581
H 2.111 1.053 -1.808
H 0.597 1.342 -5.147
H 1.273 0.230 -3.940
H 2.312 1.435 -4.712
S -2.845 0.441 2.319
C -3.197 -1.029 1.626
N -2.718 -1.539 0.518
C -3.236 -2.769 0.210
C -2.919 -3.534 -0.916
C -3.525 -4.765 -1.105
C -4.448 -5.264 -0.188
C -4.777 -4.523 0.941
C -4.173 -3.291 1.131
S -4.389 -2.153 2.425
H -2.203 -3.145 -1.629
H -3.275 -5.354 -1.980
H -4.917 -6.226 -0.356
H -5.495 -4.895 1.662
C 1.739 -2.110 3.380
C 2.179 -2.093 1.918
P 0.727 -2.215 0.776
C 1.563 -2.370 -0.888
C 3.008 -2.859 -0.983
C 0.181 -3.963 1.110
C 1.195 -5.105 1.087
H 2.561 -1.809 4.032
H 1.399 -3.104 3.684
H 0.919 -1.405 3.536
H 2.913 -2.881 1.724
H 2.642 -1.129 1.693
H 1.510 -1.366 -1.317
H 0.903 -3.003 -1.491
H 3.679 -2.178 -0.457
H 3.321 -2.891 -2.030
H 3.138 -3.857 -0.562
H -0.615 -4.168 0.396
H -0.304 -3.915 2.090
H 1.613 -5.240 0.089
H 0.703 -6.040 1.371
H 2.018 -4.933 1.784
C 5.150 -0.283 6.561
C 4.352 0.121 5.346
C 3.033 0.540 5.450
C 2.290 0.934 4.341
C 0.867 1.372 4.532
C 2.879 0.917 3.059
Se 1.851 1.417 1.540
C 4.217 0.479 2.941
C 4.935 0.404 1.618
C 4.919 0.096 4.080
H 4.565 -0.147 7.472
H 6.057 0.322 6.651
H 5.459 -1.331 6.507
H 2.561 0.564 6.430
H 0.638 1.505 5.592
H 0.173 0.639 4.111
H 0.683 2.304 3.997
H 4.322 0.837 0.830
H 5.157 -0.636 1.354
H 5.883 0.947 1.667
H 5.952 -0.230 3.972
```